No. 1
Molecular formula: C32H35AsCsN7O4S4Sb
Method: DFT, ωB97M-V/def2-TZVPD

Last column: Löwdin charge in e.
Cartesian coordinates (Å):
Cs -0.197 0.761 -0.110  0.83
O -7.865 0.235 2.252  0.08
C -7.294 1.240 2.981  -0.50
O -8.024 1.946 3.638  0.06
C -5.836 1.390 2.874  -0.17
C -4.984 0.428 2.301  -0.06
C -3.631 0.632 2.219  -0.04
C -3.021 1.817 2.710  -0.30
C -3.892 2.784 3.283  -0.03
C -5.248 2.565 3.361  -0.04
N -1.674 1.921 2.591  0.01
C -1.020 2.815 3.325  -0.15
C 0.381 3.024 3.235  -0.29
C 1.008 3.941 4.122  -0.07
C 2.364 4.128 4.072  -0.12
C 3.117 3.408 3.134  -0.11
C 2.433 2.542 2.292  -0.17
N 1.119 2.334 2.319  0.04
H -7.189 -0.166 1.692  0.08
H -5.365 -0.521 1.932  0.11
H -2.988 -0.129 1.789  0.10
H -3.490 3.727 3.630  0.09
H -5.898 3.317 3.790  0.11
H -1.527 3.390 4.101  0.09
H 0.396 4.482 4.834  0.10
H 2.843 4.828 4.748  0.09
H 4.188 3.530 3.043  0.08
H 2.973 1.993 1.526  0.07
S -0.284 -5.024 -2.924  -0.24
Sb -0.733 -2.919 -1.651  0.35
S -2.761 -3.110 -0.625  -0.23
S 0.607 -4.920 -1.014  -0.21
O 3.230 1.176 -0.629  -0.53
S 2.910 -0.094 -1.336  0.92
C 4.006 -0.193 -2.754  -0.35
C 5.030 0.731 -2.859  -0.06
C 5.865 0.679 -3.966  -0.08
C 5.663 -0.281 -4.948  -0.09
C 4.616 -1.187 -4.837  -0.08
C 3.771 -1.141 -3.738  -0.07
C 3.695 -1.397 -0.371  -0.35
C 4.518 -1.030 0.682  -0.07
C 5.117 -2.026 1.443  -0.09
C 4.884 -3.365 1.148  -0.10
C 4.033 -3.713 0.106  -0.09
C 3.425 -2.725 -0.655  -0.10
H 5.140 1.483 -2.087  0.11
H 6.667 1.400 -4.068  0.10
H 6.311 -0.311 -5.816  0.10
H 4.444 -1.920 -5.615  0.10
H 2.933 -1.824 -3.658  0.11
H 4.665 0.022 0.896  0.11
H 5.759 -1.755 2.272  0.10
H 5.350 -4.139 1.747  0.10
H 3.804 -4.750 -0.107  0.10
H 2.722 -3.010 -1.428  0.06
C -0.456 -4.749 2.666  -0.10
N -0.607 -3.475 2.005  0.01
C 0.418 -2.640 1.741  -0.65
N 1.602 -2.868 2.398  0.20
O 0.284 -1.679 0.974  -0.32
H -1.432 -5.226 2.712  0.09
H -0.098 -4.622 3.691  0.08
H 0.214 -5.424 2.120  0.06
H -1.398 -3.357 1.367  0.00
H 1.812 -3.800 2.710  0.08
H 2.381 -2.348 2.027  0.08
C -4.024 -1.156 -3.658  -0.36
As -2.989 0.132 -2.602  0.97
C -4.397 0.490 -1.292  -0.35
C -3.251 1.710 -3.732  -0.35
H -5.012 -0.757 -3.895  0.01
H -4.114 -2.068 -3.069  -0.03
H -3.495 -1.383 -4.583  0.01
H -5.346 0.712 -1.785  0.02
H -4.124 1.322 -0.643  0.02
H -4.500 -0.403 -0.676  -0.01
H -4.302 1.834 -3.998  0.01
H -2.651 1.611 -4.635  0.02
H -2.894 2.591 -3.201  0.01
N -0.423 4.796 -6.140  0.03
C 0.165 4.369 -5.231  -0.48
N 0.930 3.950 -4.245  0.01
C 0.477 3.095 -3.369  -0.43
N 0.168 2.322 -2.550  -0.04

Results
expectation value of S²: 0.779
charge: -2
strongest force on any atom: 0.79 eV/Å
spin multiplicity: 2
ΔE to the lowest compared entry with this formula, charge and spin: 12.61 kcal per mole

***

No. 2
Molecular formula: C32H35ClN5O3ReSSbSe4
Method: DFT, ωB97M-V/def2-TZVPD

Last column: Löwdin charge in e.
Cartesian coordinates (Å):
Re 0.643 -0.999 1.189  0.91
C 5.435 -2.993 7.719  -0.01
C 4.266 -2.557 6.898  -0.21
C 4.443 -1.792 5.742  0.00
C 3.365 -1.411 4.967  -0.08
C 2.089 -1.774 5.374  -0.31
C 1.876 -2.521 6.530  -0.04
C 2.967 -2.917 7.275  0.02
S 0.697 -1.303 4.434  0.66
O 0.831 0.103 4.027  -0.69
O -0.534 -1.654 5.047  -0.19
N 0.761 -2.044 2.899  -0.30
C 0.512 -3.423 2.824  -0.25
C 0.585 -4.338 3.854  0.05
C 0.312 -5.697 3.626  0.00
C -0.044 -6.156 2.389  0.04
C -0.143 -5.249 1.312  -0.11
C -0.507 -5.622 0.005  0.09
C -0.581 -4.670 -0.986  0.02
C -0.288 -3.346 -0.677  -0.08
N 0.074 -2.955 0.542  -0.06
C 0.147 -3.885 1.541  -0.15
H 6.371 -2.589 7.340  0.09
H 5.508 -4.083 7.721  0.11
H 5.309 -2.690 8.759  0.11
H 5.440 -1.492 5.448  0.13
H 3.520 -0.842 4.061  0.05
H 0.863 -2.754 6.837  0.13
H 2.814 -3.513 8.165  0.14
H 0.858 -4.018 4.847  0.10
H 0.407 -6.389 4.452  0.14
H -0.243 -7.206 2.221  0.14
H -0.721 -6.661 -0.212  0.15
H -0.857 -4.926 -1.999  0.14
H -0.353 -2.580 -1.438  0.10
Se -0.111 3.353 2.433  0.22
Sb 1.715 2.188 3.438  0.39
Se -1.130 0.302 1.702  0.61
Se 2.483 0.312 1.611  0.46
Se 3.557 2.288 4.918  0.28
C 1.082 5.370 -3.780  -0.03
C -0.265 4.667 -4.052  -0.50
C -0.277 4.254 -5.529  -0.02
C -1.399 5.680 -3.834  -0.03
C -0.421 3.451 -3.057  -0.43
O -0.181 3.874 -1.718  -0.04
C -1.855 2.845 -3.054  -0.09
C -2.257 1.902 -4.216  -0.13
C -3.552 1.259 -3.853  -0.22
C -3.579 0.143 -2.977  -0.07
C -4.757 -0.444 -2.625  -0.11
C -5.972 0.089 -3.128  -0.69
Cl -7.434 -0.608 -2.679  0.75
C -5.966 1.206 -3.998  -0.08
C -4.774 1.777 -4.342  -0.02
C 0.678 2.424 -3.362  -0.02
N 0.723 1.226 -2.523  -0.04
C 0.411 1.051 -1.244  -0.14
N 0.728 -0.204 -0.894  -0.16
C 1.250 -0.740 -2.039  -0.18
N 1.250 0.099 -3.034  0.18
H 1.092 6.329 -4.297  0.10
H 1.923 4.795 -4.168  0.09
H 1.249 5.558 -2.721  0.09
H -0.147 5.149 -6.137  0.11
H -1.223 3.808 -5.830  0.08
H 0.537 3.579 -5.790  0.09
H -1.154 6.598 -4.365  0.10
H -1.549 5.954 -2.786  0.09
H -2.347 5.326 -4.242  0.09
H -0.568 4.748 -1.589  0.10
H -2.561 3.675 -3.021  0.12
H -1.975 2.314 -2.107  0.11
H -1.494 1.137 -4.380  0.11
H -2.389 2.463 -5.137  0.10
H -2.644 -0.259 -2.603  0.09
H -4.785 -1.306 -1.972  0.10
H -6.900 1.598 -4.379  0.12
H -4.767 2.628 -5.011  0.12
H 1.637 2.925 -3.240  0.14
H 0.612 2.077 -4.388  0.13
H 0.019 1.822 -0.600  0.10
H 1.662 -1.732 -2.130  0.13

Results
total energy: -12521.5440 hartree
charge: +3
strongest force on any atom: 2.81 eV/Å
spin multiplicity: 1

***

No. 3
Molecular formula: C32H35IrN6O4PS
Method: DFT, ωB97M-V/def2-TZVPD

Last column: Löwdin charge in e.
Cartesian coordinates (Å):
Ir -0.891 -1.084 -0.950  1.47
C -1.629 5.722 3.854  -0.06
C -2.706 4.848 3.936  -0.06
C -2.617 3.584 3.377  -0.11
C -1.447 3.191 2.727  -0.39
C -0.351 4.058 2.678  -0.07
C -0.460 5.328 3.221  -0.06
P -1.357 1.564 1.935  1.09
C 0.402 1.213 1.737  -0.42
C 1.066 0.578 2.787  -0.09
C 2.443 0.448 2.753  -0.05
C 3.160 0.945 1.669  -0.06
C 2.499 1.560 0.615  -0.08
C 1.121 1.692 0.634  -0.13
C -2.237 1.618 0.345  -0.39
C -3.089 2.715 0.135  -0.08
C -3.923 2.765 -0.965  -0.06
C -3.956 1.705 -1.853  -0.07
C -3.111 0.626 -1.658  -0.15
C -2.239 0.555 -0.574  -0.25
H -1.702 6.705 4.297  0.11
H -3.611 5.145 4.446  0.11
H -3.451 2.898 3.463  0.11
H 0.571 3.753 2.203  0.10
H 0.375 6.012 3.149  0.11
H 0.509 0.183 3.627  0.11
H 2.954 -0.048 3.567  0.12
H 4.238 0.852 1.649  0.12
H 3.070 1.937 -0.225  0.11
H 0.607 2.197 -0.174  0.08
H -3.065 3.543 0.832  0.11
H -4.567 3.622 -1.113  0.12
H -4.633 1.714 -2.696  0.12
H -3.159 -0.192 -2.372  0.09
N -1.555 -2.859 -2.201  -0.01
C -1.771 -4.158 -1.551  -0.20
C -2.855 -4.090 -0.494  -0.16
C -2.315 -3.596 0.837  -0.20
N -1.986 -2.161 0.828  0.00
H -2.367 -2.613 -2.763  0.12
H -0.745 -2.908 -2.821  0.09
H -0.833 -4.483 -1.096  0.13
H -2.049 -4.901 -2.304  0.14
H -3.254 -5.092 -0.340  0.13
H -3.676 -3.452 -0.834  0.12
H -1.411 -4.149 1.090  0.09
H -3.058 -3.799 1.612  0.15
H -1.240 -2.015 1.515  0.06
H -2.803 -1.605 1.071  0.11
O 0.482 -5.133 2.133  -0.28
S 1.220 -3.928 2.360  0.67
O 1.344 -3.419 3.690  -0.26
N 0.558 -2.742 1.402  -0.04
C 1.397 -2.323 0.507  -0.48
O 1.133 -1.439 -0.387  -0.13
C 2.742 -2.953 0.552  -0.15
C 3.834 -2.668 -0.250  0.00
C 5.004 -3.382 -0.032  -0.04
C 5.060 -4.376 0.938  -0.03
C 3.954 -4.669 1.735  -0.01
C 2.812 -3.931 1.529  -0.19
H 3.757 -1.911 -1.019  0.12
H 5.880 -3.167 -0.630  0.12
H 5.974 -4.936 1.078  0.12
H 3.998 -5.453 2.478  0.13
C 1.723 3.042 -4.599  0.01
N 1.199 1.878 -3.912  -0.07
C 1.672 0.523 -4.131  0.00
C 0.736 -0.261 -3.230  -0.47
O 0.667 -1.469 -3.067  0.00
N -0.097 0.609 -2.603  0.13
C 0.185 1.845 -3.045  -0.38
N -0.461 2.930 -2.627  0.26
H 2.703 2.802 -5.005  0.11
H 1.845 3.875 -3.907  0.10
H 1.076 3.349 -5.423  0.11
H 2.714 0.401 -3.825  0.15
H 1.587 0.207 -5.173  0.16
H -1.289 2.813 -2.062  0.10
H -0.304 3.816 -3.078  0.13

Results
expectation value of S²: 0.771
charge: +2
strongest force on any atom: 2.16 eV/Å
spin multiplicity: 2
ΔE to the lowest compared entry with this formula, charge and spin: 0.00 kcal per mole

***

> What is the strongest force on any atom in the first record?

0.79 eV/Å

***

> The lowest strongest force on any atom belongs to which entry?

C32H35AsCsN7O4S4Sb

***

> The lowest strongest force on any atom belongs to which entry?

C32H35AsCsN7O4S4Sb